DFT (ωB97M-V/def2-TZVPD) results for a cluster of 2 separate species, C6H14N2O2 in total at a distorted geometry.

Structure (XYZ):
```
24
Properties=species:S:1:pos:R:3:forces:R:3
C -2.375584 -2.024464 -0.302548 1.4 0.9 -0.3
N -1.850911 -1.007350 0.609528 0.3 -0.1 0.0
C -2.584369 -0.020248 1.167733 -0.3 0.3 0.0
C -1.831686 1.163257 1.749285 -1.1 -0.2 0.6
O -3.802698 -0.024683 1.208697 0.0 -0.2 -0.3
H -3.220140 -1.609504 -0.845470 -0.4 -0.4 0.4
H -1.573249 -2.135125 -1.036233 -0.1 -0.2 -0.2
H -2.486051 -2.996133 0.157784 -0.7 -0.1 0.2
H -0.849634 -0.921749 0.673902 -0.1 0.0 -0.1
H -2.168948 2.060986 1.240541 0.3 0.0 -0.5
H -2.318074 1.301318 2.720480 0.6 -0.1 0.2
H -0.754747 1.083929 1.812749 0.1 0.0 0.0
C 1.733057 -0.415868 -2.398875 1.7 -0.6 0.8
N 1.675217 0.492198 -1.271282 -0.5 0.3 0.0
C 2.277229 0.187922 -0.097411 0.7 0.0 -0.3
C 2.563626 1.362155 0.813269 -0.5 0.2 -0.2
O 2.709122 -0.933461 0.112425 -0.2 0.0 0.2
H 1.201600 0.011108 -3.238745 -0.2 -0.4 -0.1
H 2.803292 -0.601471 -2.612857 -0.2 0.6 -0.6
H 1.532286 -1.439037 -2.069448 -1.2 0.2 -0.2
H 1.396459 1.443656 -1.435656 0.1 0.0 0.0
H 3.645632 1.447240 0.856963 0.0 -0.1 0.5
H 2.082550 1.279623 1.785205 0.4 -0.4 0.2
H 2.196023 2.295700 0.399963 -0.1 0.2 -0.2
```
Forces are in eV/Å.

HOMO level in eV: -9.62
Frontier orbital gap in eV: 10.15
E_LUMO in eV: 0.5
Relative energy (zero: lowest compared OMol25 entry of this formula, charge and spin) in eV: 1.003
SMILES string: CNC(C)=O.CNC(C)=O
Maximum force in eV/Å: 2.02

---

DFT (ωB97M-V/def2-TZVPD) results for a structure of composition C17H25N3O2Pd.

Structure (XYZ):
```
48
Properties=species:S:1:pos:R:3:forces:R:3
Pd 0.151125 -0.155883 -0.393674 0.0 0.3 -0.2
N 2.940329 0.321145 0.049376 -0.3 -0.1 0.1
C 3.137358 1.661074 0.021331 -0.1 0.1 0.0
C 4.401188 2.227140 0.043379 0.0 0.1 0.0
C 4.587771 3.617843 0.052142 0.0 -0.1 0.0
C 3.525375 4.475828 0.026511 0.0 0.0 0.0
C 2.214365 3.948028 0.014039 0.0 -0.1 0.1
C 1.076728 4.786285 0.028297 0.1 0.0 0.0
C -0.167298 4.240799 0.097821 -0.1 0.0 0.0
C -0.289032 2.840528 0.116136 0.0 0.0 0.0
N 0.733281 2.019751 0.054672 0.0 -0.4 0.0
C 1.996512 2.546490 0.023301 0.0 0.1 0.0
H 1.952134 -0.025779 -0.153891 1.0 0.0 0.1
H 3.725106 -0.274890 -0.144429 0.0 0.0 0.0
H 5.264836 1.570939 0.057060 0.0 0.0 0.0
H 5.595962 4.012022 0.090141 0.0 0.0 0.0
H 3.668718 5.549559 0.030735 0.0 0.0 0.0
H 1.215726 5.860921 -0.004279 0.0 0.0 0.0
H -1.055085 4.858930 0.134723 0.0 0.0 0.0
H -1.269058 2.384961 0.186479 0.0 0.0 0.0
C -4.596468 0.057093 0.813952 0.1 0.0 0.0
C -4.284238 0.355124 -0.657920 0.0 0.0 0.0
C -2.813855 -0.084653 -0.815927 -0.2 -0.1 0.2
O -2.362670 -0.520860 0.480197 -0.5 0.2 -0.1
C -3.212122 0.097527 1.439882 0.1 -0.1 0.1
H -5.016097 -0.944212 0.923949 0.0 0.0 0.0
H -5.281027 0.777388 1.261619 0.0 0.0 0.0
H -4.383737 1.422983 -0.858057 0.0 0.0 0.0
H -4.944898 -0.176502 -1.340836 0.0 0.0 0.0
H -2.189830 0.738426 -1.164349 0.1 0.1 0.0
H -2.681184 -0.922191 -1.496632 0.0 0.0 -0.1
H -2.892753 1.131929 1.625281 0.0 0.0 0.0
H -3.133691 -0.461896 2.370801 0.1 0.0 0.0
C 0.305326 -5.098751 0.532016 0.0 0.1 0.0
N -0.176281 -3.948908 -0.219501 -0.1 -0.1 0.1
C -1.608583 -3.704025 -0.356313 0.1 -0.1 0.0
C 0.663190 -3.049129 -0.770586 0.1 0.0 0.1
C 2.132935 -3.190237 -0.464536 0.0 0.0 0.0
O 0.246093 -2.151952 -1.508701 -0.3 0.2 0.1
H -0.545615 -5.708052 0.820138 0.0 0.0 0.0
H 0.833011 -4.804080 1.441547 0.0 0.0 0.0
H 0.973300 -5.719358 -0.065051 0.0 0.0 0.0
H -2.142639 -4.340536 0.345230 0.0 0.0 0.0
H -1.956044 -3.915747 -1.368966 0.0 0.0 0.0
H -1.826036 -2.662546 -0.125639 0.0 0.0 0.0
H 2.521606 -4.157416 -0.785870 0.0 0.0 0.0
H 2.310143 -3.085435 0.607067 0.0 0.0 0.0
H 2.656136 -2.399661 -0.992642 0.0 0.0 0.0
```
Forces are in eV/Å.

HOMO level in eV: -6.15
Frontier orbital gap in eV: 6.81
E_LUMO in eV: 0.7
Relative energy (zero: lowest compared OMol25 entry of this formula, charge and spin) in eV: 0.514
Maximum force in eV/Å: 0.95

---

DFT (ωB97M-V/def2-TZVPD) results for a structure of composition C4H7CeO3 at a distorted geometry.

Structure (XYZ):
```
15
Properties=species:S:1:pos:R:3:forces:R:3
O 1.893589 1.804467 -0.095709 3.7 -0.9 -0.6
C 2.377462 0.564229 0.080473 0.0 0.6 -0.1
C 1.433628 -0.548292 -0.220781 3.8 -0.9 0.5
O 0.170097 -0.209534 0.371919 0.4 -0.4 0.6
C -1.017670 -0.798110 -0.162391 -0.6 -0.5 -0.5
C -2.169253 0.129233 0.228404 -0.9 -1.7 0.4
O -1.881939 1.456881 -0.074797 -1.7 -1.2 -0.4
Ce -0.030919 2.139835 0.115260 -1.6 4.4 0.9
H 3.220475 0.434584 0.774368 -0.4 0.1 -0.5
H 1.280079 -0.817634 -1.282106 0.1 0.2 0.4
H -1.149666 -1.816336 0.233697 0.0 0.3 -0.1
H -0.922854 -0.847377 -1.260523 0.0 0.0 0.3
H -2.368698 -0.005543 1.311602 0.0 0.2 -0.4
H -3.071080 -0.232101 -0.302734 0.3 0.2 0.2
H 2.236743 -1.254299 0.283318 -3.0 -0.5 -0.7
```
Forces are in eV/Å.

HOMO level (alpha / beta) in eV: -11.51 / -14.46
Frontier orbital gap (alpha / beta) in eV: 7.26 / 9.99
E_LUMO (alpha / beta) in eV: -4.3 / -4.5
2S+1: 3
Charge: +1
Relative energy (zero: lowest compared OMol25 entry of this formula, charge and spin) in eV: 0.000
Maximum force in eV/Å: 4.76

---

DFT (ωB97M-V/def2-TZVPD) results for the molecule C4H8N2S at a distorted geometry.

Structure (XYZ):
```
15
Properties=species:S:1:pos:R:3:forces:R:3
H 2.914034 -1.445492 0.116990 -1.4 1.5 -0.5
N 2.524457 -0.514246 -0.220542 -0.2 -0.9 -0.3
C 1.252765 -0.277216 -0.163681 2.5 -0.7 1.6
C 0.268400 -1.041974 0.750680 1.6 1.2 -0.9
C -1.068477 -0.462974 0.497824 -2.3 0.3 -1.7
C -1.923482 -1.223358 -0.732186 0.7 -0.3 2.8
S -0.752006 1.384746 0.188422 0.5 -1.4 -0.2
N 0.801008 0.967095 -0.554537 2.2 2.1 0.1
H 0.265605 -2.083323 0.499477 0.3 -0.7 0.3
H 0.791442 -0.780711 1.709570 -1.2 -0.6 -0.4
H -1.729859 -0.523982 1.338768 -0.2 0.2 0.6
H -1.229132 -1.342699 -1.564779 -0.3 -0.4 -0.1
H -2.762556 -0.584242 -1.009889 0.2 -0.1 0.0
H -2.367387 -2.243418 -0.285820 1.3 2.2 -1.2
H 1.696451 1.711122 -0.509330 -3.5 -2.5 -0.1
```
Forces are in eV/Å.

HOMO level in eV: -8.11
Frontier orbital gap in eV: 8.76
E_LUMO in eV: 0.7
Relative energy (zero: lowest compared OMol25 entry of this formula, charge and spin) in eV: 2.387
SMILES string: [H]/N=C1\C[C@H](C)SN1
Maximum force in eV/Å: 4.31

---

DFT (ωB97M-V/def2-TZVPD) results for the molecule C5H9NO2 at a distorted geometry.

Structure (XYZ):
```
17
Properties=species:S:1:pos:R:3:forces:R:3
O 1.992461 1.564396 -1.782830 1.0 -0.1 -0.4
C 1.259329 1.385522 -0.865003 -1.7 3.0 -1.6
O 0.386463 2.412715 -0.457640 1.6 -1.2 -0.5
C 0.942356 0.105544 -0.244762 -1.2 -0.3 1.6
C -0.095923 -0.727616 -0.976802 0.4 0.1 -1.0
C -0.906977 -1.390223 0.133897 0.3 -1.2 0.7
C -1.046550 -0.179316 1.095632 0.1 -1.3 -0.1
N 0.239712 0.543995 0.996737 0.1 -1.7 0.9
H 0.054665 2.017541 0.394603 0.0 0.4 -0.2
H 1.797108 -0.524631 -0.037699 0.4 0.2 0.1
H -0.712232 -0.015466 -1.539020 -0.2 -0.4 -0.1
H 0.458410 -1.370272 -1.675647 -0.6 -0.1 0.1
H -0.258957 -2.165147 0.690947 -1.1 0.8 -1.1
H -1.892045 -1.854552 -0.251273 1.6 0.7 0.8
H -1.877630 0.371696 0.677706 -0.1 0.8 0.3
H -1.251015 -0.445610 2.140766 -0.1 0.1 -0.4
H 0.910827 0.271424 1.700388 -0.6 0.1 0.9
```
Forces are in eV/Å.

HOMO level in eV: -9.82
Frontier orbital gap in eV: 10.45
E_LUMO in eV: 0.6
Relative energy (zero: lowest compared OMol25 entry of this formula, charge and spin) in eV: 0.914
SMILES string: O=C(O)[C@@H]1CCCN1
Maximum force in eV/Å: 3.86

---

DFT (ωB97M-V/def2-TZVPD) results for a cluster of 2 separate species, C5H7ClNO4 in total at a distorted geometry.

Structure (XYZ):
```
18
Properties=species:S:1:pos:R:3:forces:R:3
C -2.759600 -0.672115 -0.498228 3.4 0.4 -2.1
C 1.752770 -0.771768 0.573762 1.2 1.2 0.3
C 0.360164 -0.262879 0.257079 0.3 1.1 0.6
C -0.109790 -0.715519 -1.098291 -1.0 0.1 -0.4
C -1.409711 -0.765470 -1.403848 -0.3 -0.7 -0.5
N -1.588258 3.022042 -0.407221 1.8 1.1 -0.9
O -2.943772 -1.693975 0.093188 -1.3 -1.3 1.5
O -1.792567 2.330074 -1.509399 -1.0 -1.7 0.4
O -3.333058 0.428421 -0.615511 -0.4 1.0 -0.1
O -0.717946 3.876938 -0.589997 -1.7 -1.3 0.6
Cl -1.901744 -1.222331 -3.106401 0.5 0.4 0.9
H 1.810615 -1.812715 0.811674 -0.1 -0.7 0.2
H 2.371462 -0.579050 -0.291667 0.3 -0.3 -0.5
H 2.313134 -0.185658 1.355818 -1.0 -0.6 -0.3
H -0.309352 -0.568997 1.137580 0.5 1.0 -1.6
H 0.523144 0.868635 0.082222 -0.8 -1.4 1.0
H 0.657220 -0.794460 -1.896246 -0.6 -0.1 0.6
H -2.436827 1.395873 -1.252348 0.3 1.7 0.5
```
Forces are in eV/Å.

HOMO level in eV: -5.44
Frontier orbital gap in eV: 8.89
E_LUMO in eV: 3.5
Charge: -1
Relative energy (zero: lowest compared OMol25 entry of this formula, charge and spin) in eV: 0.000
Maximum force in eV/Å: 4.01

---

DFT (ωB97M-V/def2-TZVPD) results for a structure of composition C41H52GeIN3O4SiTi at a distorted geometry.

Structure (XYZ):
```
104
Properties=species:S:1:pos:R:3:forces:R:3
Ti 0.201185 0.495014 -0.407969 0.3 -1.4 0.1
C -1.328443 -3.815161 -5.070350 0.0 0.0 0.0
C -0.149022 -4.177392 -4.433904 0.0 0.0 0.0
C 0.583310 -3.231654 -3.728949 0.0 0.0 0.0
C 0.176207 -1.899608 -3.663133 0.1 0.0 0.1
C -1.016927 -1.556699 -4.302409 0.0 -0.1 -0.1
C -1.766821 -2.501053 -4.995272 0.1 0.1 0.1
Ge 1.116012 -0.443051 -2.694067 0.1 1.1 -0.9
C 3.110949 -0.623787 -2.628914 -0.1 0.0 0.0
C 3.806431 0.524788 -2.240418 -0.1 0.0 0.1
C 5.194987 0.565384 -2.201938 -0.1 -0.1 0.0
C 5.927873 -0.558096 -2.560616 0.0 0.0 0.0
C 5.259682 -1.708000 -2.956331 0.0 0.0 0.0
C 3.871572 -1.736413 -2.986745 -0.1 0.0 0.0
C 0.789749 -1.848061 -0.634027 -0.5 0.4 0.6
C 1.959250 -2.553642 -0.305933 -0.4 -0.2 -0.1
C 1.936002 -3.894640 0.087885 -0.1 0.1 -0.1
C 0.725794 -4.567437 0.207048 0.1 0.1 0.0
C -0.451938 -3.900110 -0.113389 0.0 0.2 -0.2
C -0.408404 -2.581002 -0.553547 0.3 -0.4 -0.2
H -1.904852 -4.552501 -5.615539 0.0 0.0 0.0
H 0.198374 -5.202237 -4.476356 0.0 0.0 0.0
H 1.469540 -3.552174 -3.196039 0.0 0.0 0.0
H -1.371091 -0.532872 -4.259541 0.0 0.0 0.0
H -2.691682 -2.208101 -5.477052 0.0 0.0 0.0
H 3.245646 1.418208 -1.957485 0.1 -0.1 0.0
H 5.701738 1.471471 -1.894270 0.0 0.0 0.0
H 7.010195 -0.534258 -2.537012 0.0 0.0 0.0
H 5.821506 -2.585208 -3.250762 0.0 0.0 0.0
H 3.378452 -2.645346 -3.307793 0.0 0.0 0.0
H 2.916200 -2.064397 -0.383125 0.2 0.2 0.1
H 2.866618 -4.406918 0.303114 0.0 0.0 0.0
H 0.699839 -5.604156 0.519989 0.0 0.0 0.0
H -1.400581 -4.420744 -0.054812 0.0 0.0 0.0
H -1.337226 -2.122569 -0.877869 0.0 0.0 0.1
O -1.124094 -0.500786 0.952033 -0.1 0.6 0.5
C -1.045097 0.400555 1.848716 0.0 0.2 0.0
O -0.436342 1.482292 1.645436 -0.3 -0.6 0.1
C -1.679971 0.117687 3.199430 0.2 0.0 -0.4
C -2.325040 -1.091954 3.429419 0.0 0.0 0.0
C -2.879518 -1.366541 4.674961 0.1 0.1 -0.1
C -2.785770 -0.432621 5.694542 0.0 0.2 0.2
C -2.137611 0.769561 5.446657 -0.1 -0.1 0.0
C -1.588690 1.057011 4.211281 0.1 0.4 0.1
N -2.020769 1.769574 6.543990 0.1 -0.6 -0.4
O -1.401478 2.780630 6.323365 0.2 0.4 -0.2
O -2.523896 1.491848 7.608376 -0.3 -0.1 0.4
H -2.374690 -1.805548 2.617223 0.0 0.0 0.0
H -3.382794 -2.307615 4.851437 0.0 0.0 0.0
H -3.202891 -0.613094 6.673859 0.0 0.0 0.0
H -1.088302 1.998637 4.029318 0.0 0.0 0.0
C -1.435804 2.643115 -3.426799 0.1 0.0 -0.1
Si -1.422510 2.366332 -1.552356 -0.1 -0.2 0.3
C -0.785247 4.090262 -0.875432 0.0 0.0 0.1
C 0.738227 3.944561 -0.739465 -0.1 0.0 0.0
C -1.062196 5.252221 -1.831419 0.0 0.0 0.0
C -1.354152 4.457693 0.500624 0.0 0.0 -0.1
C -3.329930 2.075840 -1.177691 0.1 0.0 0.0
C -3.674579 1.953222 0.308899 -0.1 0.3 -0.2
C -4.206668 3.177836 -1.774405 0.0 0.0 0.0
C -3.699974 0.740180 -1.841269 0.0 0.1 0.0
H -2.062452 3.482561 -3.729257 -0.1 0.1 0.0
H -1.792157 1.753931 -3.949028 0.0 0.0 0.0
H -0.421980 2.842581 -3.782130 -0.1 0.0 0.0
H 1.206240 3.679369 -1.692779 0.0 0.0 0.0
H 1.000538 3.175768 -0.002606 0.0 0.0 0.0
H 1.187349 4.886023 -0.398145 0.0 0.0 0.0
H -0.569038 5.111422 -2.792880 0.0 0.0 -0.1
H -0.688473 6.189222 -1.400533 0.0 0.1 0.0
H -2.129844 5.379833 -2.021871 0.0 0.0 0.0
H -1.223339 3.650493 1.220008 0.0 0.0 0.0
H -2.418788 4.699242 0.442341 0.0 0.0 0.0
H -0.842001 5.345382 0.892216 0.0 0.0 0.0
H -3.474184 2.868020 0.871457 0.0 -0.1 -0.1
H -3.126053 1.147383 0.763040 0.3 -0.4 0.2
H -4.740002 1.719462 0.421506 -0.1 0.0 0.0
H -3.962073 4.158982 -1.359656 0.0 0.0 0.0
H -5.263368 2.982818 -1.554304 -0.1 0.0 0.0
H -4.100530 3.233684 -2.858453 0.0 0.0 0.0
H -3.109953 -0.084946 -1.433675 0.0 0.0 0.0
H -3.538736 0.761883 -2.920240 0.0 0.0 0.0
H -4.758614 0.513334 -1.667707 -0.1 0.0 0.0
I 2.285044 0.062621 -6.062472 0.0 0.0 0.0
C 1.209581 0.842184 -4.351512 0.0 -0.3 0.2
H 0.239454 1.098158 -4.772953 0.1 -0.1 0.1
H 1.733483 1.768475 -4.110350 0.0 0.0 0.0
N 2.054823 0.221408 0.884835 0.1 0.2 -0.5
C 1.872521 -0.303868 1.899167 0.0 0.4 0.3
N 1.598126 -0.838349 3.051414 -0.2 -0.3 0.1
C 1.132656 -2.230863 3.134373 0.0 -0.1 -0.1
C 2.178384 -3.069430 3.852346 -0.1 0.0 0.1
C 2.513621 -2.450526 5.212579 0.0 0.0 -0.1
C 2.963730 -0.996346 5.064035 0.0 0.0 0.0
C 1.921428 -0.177070 4.315114 0.0 0.0 0.0
H 0.920461 -2.595323 2.123104 0.1 0.1 0.2
H 0.196839 -2.224166 3.701724 0.0 0.0 0.0
H 3.070791 -3.121008 3.226643 0.1 0.0 0.0
H 1.807333 -4.088665 3.969261 0.0 0.0 0.0
H 3.285614 -3.030673 5.720196 0.0 0.0 0.0
H 1.622381 -2.484628 5.848453 0.0 0.0 0.0
H 3.903886 -0.958179 4.506451 0.0 0.0 0.0
H 3.143311 -0.545976 6.042271 0.0 0.0 0.0
H 2.265799 0.834290 4.104765 0.0 0.0 0.0
H 0.997855 -0.106993 4.900053 0.0 0.0 0.0
```
Forces are in eV/Å.

HOMO level (alpha / beta) in eV: -4.14 / -3.97
Frontier orbital gap (alpha / beta) in eV: 5.23 / 5.06
E_LUMO (alpha / beta) in eV: 1.1 / 1.1
2S+1: 2
Charge: -1
Relative energy (zero: lowest compared OMol25 entry of this formula, charge and spin) in eV: 3.131
Maximum force in eV/Å: 1.47

---

DFT (ωB97M-V/def2-TZVPD) results for the molecule C4H5NO at a distorted geometry.

Structure (XYZ):
```
11
Properties=species:S:1:pos:R:3:forces:R:3
C 0.359139 1.182240 -1.345714 0.0 -0.3 0.4
C -0.034511 0.103813 -0.351370 1.3 0.5 3.2
C -0.667080 -1.027963 0.025124 0.6 -0.1 2.1
C -0.340015 -1.232605 1.534659 -0.3 0.3 -1.5
N 0.427503 -0.299246 1.979683 -0.4 -0.5 -0.2
O 0.711652 0.569374 1.012945 -1.5 -0.7 -3.2
H 1.444994 1.121567 -1.482537 -0.2 0.0 0.0
H -0.096320 1.250727 -2.344580 -0.2 -0.6 0.6
H 0.159329 2.126868 -0.828826 0.1 -0.1 -0.2
H -1.307825 -1.780059 -0.458191 0.5 0.9 -0.2
H -0.656865 -2.014717 2.258806 0.1 0.6 -1.0
```
Forces are in eV/Å.

HOMO level in eV: -9.72
Frontier orbital gap in eV: 10.64
E_LUMO in eV: 0.9
Relative energy (zero: lowest compared OMol25 entry of this formula, charge and spin) in eV: 2.659
SMILES string: Cc1ccno1
Maximum force in eV/Å: 3.58